[1]
The following is a quantum chemistry calculation of a 2-piece molecular cluster, C6H14N4 overall in a non-equilibrium geometry, from OMol25.

Last column: natural (NBO) charge in e.
Positions of all 24 atoms, in Å:
C -0.49842 -3.30392 0.40793  -0.2120
C 0.01461 -2.52343 -0.55289  -0.0179
C 1.87888 0.29709 -1.26622  -0.3216
C 0.79981 -0.07787 -0.58996  0.3276
C -0.46048 -2.58348 1.67878  -0.2709
C -0.22642 2.30947 0.58100  -0.4445
N 0.41969 -1.22177 -0.03779  -0.3019
N -0.63421 1.32298 -0.33778  -0.3774
N 0.34007 -1.34757 1.38955  -0.3459
N -1.23225 1.86461 -1.49566  -0.5402
H -1.02238 -4.16752 0.10420  0.2911
H 0.08530 -2.77804 -1.60354  0.2754
H 2.05336 1.38661 -1.50242  0.2573
H 2.77518 -0.24024 -1.22001  0.2615
H -1.46886 -2.34267 2.09907  0.2645
H -0.05222 -3.15298 2.50383  0.2727
H 0.46529 1.68152 1.25242  0.2064
H 0.41269 3.04962 0.13465  0.1881
H -1.06178 2.85595 1.02787  0.2373
H -0.08383 -0.51737 1.88707  0.4657
H 1.31485 -1.43529 1.85337  0.4570
H -0.64533 2.63994 -1.89519  0.4174
H -2.23330 2.18861 -1.32956  0.4541
H -1.22485 1.04565 -2.17037  0.4559

Forces on atoms 1 to 2 (eV/Å):
C 0.9 2.1 -2.2
C -0.6 -0.2 0.6

Kohn-Sham gap = 9.09 eV
E_HOMO = -16.53 eV
multiplicity = 1
net charge = +2
LUMO energy = -0.2734 Eh

***

[2]
The following is a quantum chemistry calculation of the molecule C6H14N4O3 in a non-equilibrium geometry, from OMol25.

Last column: natural (NBO) charge in e.
Positions of all 27 atoms, in Å:
H 3.33568 1.98569 1.31209  0.3905
N 3.15988 1.02243 0.91227  -0.8088
C 2.21375 0.63020 0.14493  0.5810
N 1.14089 1.24121 -0.28496  -0.5708
C 0.04022 0.77333 -1.11793  -0.2171
C -1.16437 0.84099 -0.22312  -0.2531
C -1.06790 -0.02122 0.99585  -0.4397
C -1.82096 -1.30621 0.55706  -0.0547
O -2.43971 -1.06537 -0.63243  -0.5258
C -2.43639 0.35466 -0.96904  -0.0525
N 2.47313 -0.55208 -0.63105  0.4165
N 1.58953 -1.71150 -0.30607  -0.7096
O 2.42321 -0.26325 -1.79216  -0.5815
O 3.69770 -1.10614 -0.23230  -0.6027
H 1.13799 2.16103 0.04861  0.3922
H 0.24747 -0.21612 -1.41829  0.2373
H -0.04789 1.20212 -2.07835  0.2130
H -1.13212 1.83238 0.11554  0.1979
H -1.54449 0.32024 1.89783  0.2125
H -0.04017 -0.32537 1.15590  0.2293
H -1.07583 -2.10267 0.50274  0.1746
H -2.50603 -1.63440 1.35170  0.1555
H -3.29146 0.96593 -0.54821  0.1703
H -2.30252 0.48840 -1.96222  0.1819
H 1.44720 -2.28740 -1.11671  0.3796
H 2.16550 -2.27859 0.31713  0.3813
H 4.24264 -0.31562 0.07147  0.5031

Forces on atoms 1 to 2 (eV/Å):
H -1.3 -1.6 -0.9
N 0.6 0.6 0.2

Kohn-Sham gap = 10.10 eV
E_HOMO = -9.38 eV
multiplicity = 1
LUMO energy = 0.0265 Eh

***

[3]
The following is a quantum chemistry calculation of a 2-piece molecular cluster, C6H14N5 overall in a non-equilibrium geometry, from OMol25.

Last column: Mulliken spin population.
Positions of all 25 atoms, in Å:
C -2.10237 -1.62225 1.71270  0.0327
C -2.94091 0.41494 0.47208  0.3561
C -1.88405 -0.31877 1.09877  0.3313
C -1.05835 1.55614 0.49321  0.2776
N -2.38847 1.58729 0.09383  -0.0006
N -0.75204 0.45854 1.11889  -0.0855
H -4.00232 0.43947 0.43718  -0.0016
H -2.94416 2.17851 -0.51699  -0.0027
H -1.27012 -2.29233 1.53852  0.0224
H -2.98471 -2.13650 1.41700  0.0000
H -0.39670 2.40035 0.25991  0.0176
H -2.11387 -1.61876 2.80192  0.0500
C 1.42053 -0.34992 -2.72543  0.0002
C 2.16699 -0.41486 -0.47763  0.0016
N 1.06766 -0.20413 -1.27323  0.0021
N 3.40183 0.01016 -0.76437  0.0005
N 1.91858 -0.55067 0.85818  -0.0002
H 0.20243 -0.62293 -0.98526  0.0012
H 3.56580 0.07223 -1.76129  0.0000
H 4.14165 -0.38116 -0.19627  0.0000
H 0.97216 -0.27774 1.27352  -0.0029
H 2.66979 -0.32101 1.49667  -0.0001
H 1.89877 -1.30081 -2.98110  0.0002
H 2.15440 0.45090 -2.98493  -0.0002
H 0.55197 -0.05876 -3.32408  0.0001

Forces on atoms 1 to 2 (eV/Å):
C 1.1 -0.4 0.3
C 0.8 2.5 -0.2

Kohn-Sham gap (alpha / beta) = 10.55 / 6.49 eV
E_HOMO (alpha / beta) = -17.69 / -17.69 eV
multiplicity = 2
net charge = +2
LUMO energy (alpha / beta) = -0.2622 / -0.4118 Eh

***

[4]
The following is a quantum chemistry calculation of an isolated ion of composition C6H14N5S and charge +1 in a non-equilibrium geometry, from OMol25.

Last column: natural (NBO) charge in e.
Positions of all 26 atoms, in Å:
C -0.54801 3.09505 -0.89072  -0.6212
C -1.16611 1.85503 -0.22579  -0.4022
C -0.04164 0.70251 0.10160  0.4161
N 0.40612 0.17866 -1.46213  -0.8303
S 1.42539 -1.10827 -1.57615  0.3913
C 0.05809 -2.20493 -2.09172  -0.7017
N 1.04177 1.22186 0.82820  -0.4264
C 1.61580 0.56908 1.63935  0.3241
N 1.20811 -0.78337 2.15467  -0.6247
C 0.09738 -1.27004 1.55308  0.7026
N -0.51841 -2.44347 1.82015  -0.7658
N -0.59290 -0.45157 0.72309  -0.5927
H -0.09459 2.83096 -1.89776  0.2089
H 0.22198 3.50802 -0.27046  0.2275
H -1.28646 3.91101 -1.09832  0.2437
H -1.95238 1.40875 -0.78922  0.2157
H -1.70485 2.11015 0.66973  0.2197
H 0.96778 1.05021 -1.77894  0.3986
H 0.14843 -3.00909 -1.37865  0.2045
H 0.10187 -2.52239 -3.05168  0.2288
H -0.74430 -1.62273 -1.90572  0.2137
H 2.43841 0.98838 2.16370  0.2078
H 1.87661 -1.28063 2.81311  0.4650
H -0.10044 -3.25893 2.27582  0.4380
H -1.43852 -2.66382 1.43643  0.4269
H -1.41913 -0.81042 0.23835  0.4320

Forces on atoms 1 to 2 (eV/Å):
C -0.4 -0.3 -1.6
C 1.7 -0.9 0.5

Kohn-Sham gap = 8.60 eV
E_HOMO = -11.81 eV
multiplicity = 1
net charge = +1
LUMO energy = -0.1178 Eh

***

[5]
The following is a quantum chemistry calculation of an isolated ion of composition C6H14N6P and charge +1 in a non-equilibrium geometry, from OMol25.

Last column: natural (NBO) charge in e.
Positions of all 27 atoms, in Å:
H -2.06376 0.99811 2.69634  0.3653
N -2.26035 0.84353 1.71008  -0.5550
C -1.29135 1.20865 0.98461  0.0940
C -1.43799 1.06761 -0.50625  -0.3026
N -1.06319 -0.24268 -0.99904  -0.1612
C -1.86388 -1.25614 -1.36613  0.5400
N -3.22610 -1.22573 -1.33982  -0.7683
N -1.11030 -2.27144 -1.80031  -0.2582
N 0.13530 -1.88542 -1.71673  0.0669
N 0.20594 -0.68328 -1.23562  -0.1885
P 1.90620 -0.03291 -1.10921  1.0339
C 1.79724 1.68627 -0.52019  -0.9869
C 2.48904 -0.99396 0.34103  -0.7379
C 1.98650 -0.57395 1.73745  -0.6185
H -0.38943 1.63837 1.41230  0.1763
H -0.94557 1.86390 -1.04939  0.2467
H -2.49763 1.16877 -0.71072  0.2645
H -3.59680 -2.16125 -1.44956  0.4273
H -3.58473 -0.80449 -0.49024  0.4160
H 2.81643 2.04487 -0.64447  0.2830
H 1.19139 2.30756 -1.16712  0.2527
H 1.53854 1.82149 0.52348  0.2329
H 2.11118 -1.99203 0.13073  0.2577
H 3.56786 -1.06806 0.28190  0.2664
H 1.16167 0.12521 1.67743  0.1836
H 1.62764 -1.43236 2.29229  0.2347
H 2.79616 -0.15064 2.31714  0.2352

Forces on atoms 1 to 2 (eV/Å):
H -0.1 0.0 0.1
N 0.2 0.0 -0.4

Kohn-Sham gap = 9.27 eV
E_HOMO = -13.01 eV
multiplicity = 1
net charge = +1
LUMO energy = -0.1376 Eh

***

[6]
The following is a quantum chemistry calculation of a 2-piece molecular cluster, C6H14N7 overall in a non-equilibrium geometry, from OMol25.

Last column: natural (NBO) charge in e.
Positions of all 27 atoms, in Å:
C 1.09362 1.73288 -1.52247  -0.1315
C 0.86261 0.17103 0.12744  -0.1676
C 1.85684 2.13919 -0.42606  0.1429
C 1.66042 1.15002 0.61516  0.1627
C -1.96912 -1.69599 2.25990  -0.1146
C -0.52212 0.09959 -1.85556  0.3707
N -2.56699 -1.14139 -2.06651  -0.6394
N -1.39435 -0.74027 -1.29651  -0.4174
N 0.46014 0.58023 -1.16440  -0.3258
N 2.49882 3.37477 -0.23410  -0.7974
N 1.95154 1.35340 1.90257  -0.7796
N -1.35593 -1.98942 1.18416  -0.2686
N -0.76998 -3.21438 1.09332  -0.6487
H 0.95135 2.26678 -2.42739  0.2292
H 0.49920 -0.75574 0.45632  0.2261
H -2.82196 -0.44845 -2.87434  0.3757
H -2.25345 -0.70147 2.43355  0.2074
H -1.95441 -2.40445 3.02198  0.1561
H -0.57110 0.40279 -2.97139  0.2328
H -2.42895 -2.02102 -2.61017  0.3680
H 2.27874 3.95898 -0.99816  0.3958
H 2.44960 3.72038 0.74156  0.3987
H 2.17966 0.62110 2.58601  0.4079
H 2.74542 1.97220 2.09459  0.3827
H -1.21053 -1.19480 -0.28876  0.4510
H -0.96438 -3.62400 2.05659  0.3767
H -0.70473 -3.61193 0.16269  0.4061

Forces on atoms 1 to 2 (eV/Å):
C 2.7 2.0 2.0
C -0.3 0.8 -1.3

Kohn-Sham gap (alpha / beta) = 7.99 / 7.99 eV
E_HOMO (alpha / beta) = -11.28 / -11.28 eV
multiplicity = 1
net charge = +1
LUMO energy (alpha / beta) = -0.1208 / -0.1208 Eh

***

[7]
The following is a quantum chemistry calculation of an isolated ion of composition C6H14NO and charge -1 in a non-equilibrium geometry, from OMol25.

Last column: natural (NBO) charge in e.
Positions of all 22 atoms, in Å:
C 0.57990 -1.05760 3.36360  -0.4137
N -0.28600 -0.94665 2.18454  -0.6359
C 0.19882 0.07248 1.22465  -0.2215
C -0.85041 0.49643 0.24099  -0.4525
C -1.05514 -0.56581 -0.87834  -0.3990
C 0.15887 -0.52690 -1.86893  -0.4320
C 0.39289 0.82187 -2.60699  -0.0237
O 0.72910 1.90468 -1.86483  -0.9698
H 0.93627 -2.06698 3.52700  0.1787
H 1.50072 -0.44320 3.25543  0.1721
H 0.11347 -0.60951 4.24036  0.1762
H -0.21783 -1.85823 1.75478  0.3407
H 1.17680 -0.19537 0.79999  0.1759
H 0.43741 0.98477 1.78597  0.1809
H -0.59871 1.40439 -0.33418  0.2936
H -1.74244 0.71648 0.83375  0.1785
H -1.85065 -0.26256 -1.56655  0.1908
H -1.24747 -1.54198 -0.42406  0.1653
H 1.04463 -0.66696 -1.23395  0.1704
H 0.02540 -1.37038 -2.53021  0.1690
H 1.14544 0.58337 -3.40122  0.0834
H -0.61866 1.11511 -3.04265  0.0722

Forces on atoms 1 to 2 (eV/Å):
C 0.7 1.3 -0.3
N 0.6 -0.3 0.1

Kohn-Sham gap = 5.78 eV
E_HOMO = -2.23 eV
multiplicity = 1
net charge = -1
LUMO energy = 0.1306 Eh

***

[8]
The following is a quantum chemistry calculation of C6H14NO as an isolated structure in a non-equilibrium geometry, from OMol25.

Last column: natural (NBO) charge in e.
Positions of all 22 atoms, in Å:
C 0.86694 -0.37668 -0.23259  0.6943
C 3.20868 0.20736 -0.00027  -0.6038
C -1.60450 0.87883 -1.01443  -0.6712
C -1.37001 0.24298 1.40750  -0.6769
C 1.75583 0.69258 0.10445  -0.5524
C -1.04525 -0.12234 -0.04430  0.0727
N -1.63126 -1.56831 -0.36883  -0.7014
O 1.06020 -1.47903 -0.59896  -0.5359
H 4.03420 0.79227 0.43366  0.2538
H 3.34634 -0.06598 -1.07980  0.2306
H 3.08759 -0.76207 0.52467  0.2191
H -2.50108 1.40296 -0.61535  0.2391
H -1.83631 0.48576 -1.99421  0.2238
H -0.82034 1.60298 -1.12064  0.2475
H -2.23155 0.84094 1.64406  0.2437
H -1.50815 -0.60213 2.02773  0.2272
H -0.47482 0.74759 1.86366  0.2399
H 1.33403 0.94562 1.10447  0.2541
H 1.52457 1.49133 -0.69031  0.2651
H -2.37739 -1.65530 0.23818  0.4285
H -0.86083 -2.26105 -0.28441  0.4670
H -1.95689 -1.43831 -1.30429  0.4353

Forces on atoms 1 to 2 (eV/Å):
C -4.8 -1.2 -0.6
C -0.9 -1.6 -0.2

Kohn-Sham gap = 10.61 eV
E_HOMO = -13.69 eV
multiplicity = 1
net charge = +1
LUMO energy = -0.1132 Eh

***

[9]
The following is a quantum chemistry calculation of a 2-piece molecular cluster, C6H14NO overall in a non-equilibrium geometry, from OMol25.

Last column: natural (NBO) charge in e.
Positions of all 22 atoms, in Å:
C -0.80866 2.52019 -1.66680  -0.6097
C 0.45593 1.74410 -1.30293  -0.3792
C 0.16684 1.16644 0.17850  -0.4356
C -0.22116 -0.26917 -0.05962  -0.0611
C 0.63142 -1.24970 0.21680  -0.1528
N 0.54095 -2.64686 -0.14579  -0.3824
C -0.40429 -3.49524 -0.15429  0.1194
H -1.08071 3.30026 -0.95194  0.2201
H -1.62965 1.79307 -1.80021  0.1976
H -0.70567 2.93633 -2.66661  0.2266
H 1.46223 2.17878 -1.25163  0.2285
H 0.55842 0.93232 -1.97689  0.1973
H -0.64082 1.66454 0.69288  0.2286
H 1.07396 1.40561 0.77368  0.2282
H -1.09235 -0.14565 -0.74355  0.2377
H 1.30298 -1.10923 1.05356  0.2393
H 1.48574 -3.06488 -0.15993  0.4373
H -1.42583 -3.23980 0.02558  0.2270
H -0.20218 -4.54570 -0.30080  0.2280
H 0.80516 -0.47196 3.51336  0.4805
H -0.30525 0.66186 3.63409  0.4931
O 0.03292 -0.06532 3.09254  -0.9686

Forces on atoms 1 to 2 (eV/Å):
C 0.5 0.0 -1.1
C -1.0 0.0 2.5

Kohn-Sham gap = 8.73 eV
E_HOMO = -13.69 eV
multiplicity = 1
net charge = +1
LUMO energy = -0.1823 Eh

***

[10]
The following is a quantum chemistry calculation of a 3-piece molecular cluster, C6H14NO overall in a non-equilibrium geometry, from OMol25.

Last column: natural (NBO) charge in e.
Positions of all 22 atoms, in Å:
C 1.47018 0.08302 0.09525  -0.2506
O 0.16085 -0.21875 0.02846  -0.6083
C 6.51440 0.38003 0.30677  -0.5352
C -4.38246 -1.46414 -0.88145  -0.0334
C -4.68094 -0.35260 -0.15516  -0.3759
C -3.82474 0.65657 0.32825  0.2865
C -2.35921 0.52620 0.24846  -0.7494
N 5.10762 0.34730 0.05200  -0.2110
H 1.91720 -0.05961 1.08807  0.1897
H 2.08495 -0.47875 -0.61441  0.1442
H 1.71589 1.16062 -0.10035  0.2151
H 6.80857 -0.60446 0.69240  0.2948
H -3.33336 -1.64339 -1.11056  0.2225
H -5.13469 -2.23519 -1.00596  0.2405
H -5.70808 -0.00499 0.00483  0.2411
H -4.31455 1.46544 0.84783  0.2265
H -1.98596 -0.28020 0.89738  0.3386
H -1.89541 1.47399 0.49723  0.2673
H -2.02645 0.16841 -0.72460  0.2984
H 6.81185 1.24291 0.91377  0.2364
H 5.00510 -0.11304 -0.85905  0.3248
H 7.18029 0.51115 -0.56547  0.2372

Forces on atoms 1 to 2 (eV/Å):
C -0.6 -0.8 -0.4
O 0.9 0.5 0.1

Kohn-Sham gap = 3.19 eV
E_HOMO = -10.26 eV
multiplicity = 1
net charge = +1
LUMO energy = -0.2600 Eh